a:
This record from the Open Molecules 2025 dataset describes a single C4H7N molecule. The level of theory is ωB97M-V/def2-TZVPD.

Last column: natural (NBO) charge in e.
CARTESIAN COORDINATES (ANGSTROEM)
C  0.270  0.411  -1.395  -0.617
C  0.022  -0.579  -0.265  -0.349
C  0.407  0.223  1.398  -0.593
C  -1.343  -1.022  -0.151  0.258
N  -2.464  -1.295  -0.022  -0.338
H  1.324  0.686  -1.445  0.221
H  -0.010  0.028  -2.388  0.235
H  -0.334  1.316  -1.233  0.209
H  0.767  -0.945  0.428  0.304
H  1.473  0.500  1.546  0.218
H  -0.213  1.084  1.275  0.224
H  0.101  -0.407  2.252  0.228

Output
HOMO level (hartree): -0.3440
SMILES string: CC(C)C#N

***

b:
This record from the Open Molecules 2025 dataset describes a single C4H7N molecule. The level of theory is ωB97M-V/def2-TZVPD.

Last column: natural (NBO) charge in e.
CARTESIAN COORDINATES (ANGSTROEM)
C  0.093  -1.200  -0.438  -0.215
C  0.164  -0.841  0.887  -0.207
C  -0.042  0.613  1.115  -0.260
N  -0.183  1.174  -0.245  -0.633
C  -0.179  0.057  -1.273  -0.260
H  0.519  -2.114  -0.961  0.219
H  0.435  -1.557  1.589  0.208
H  -0.991  0.864  1.751  0.206
H  1.022  0.846  1.652  0.195
H  0.650  1.805  -0.345  0.361
H  0.599  0.193  -1.979  0.194
H  -1.176  -0.026  -1.736  0.193

Output
HOMO level (hartree): -0.3228
SMILES string: C1=CCNC1

***

c:
This record from the Open Molecules 2025 dataset describes a single C4H7N molecule. The level of theory is ωB97M-V/def2-TZVPD.

Last column: natural (NBO) charge in e.
CARTESIAN COORDINATES (ANGSTROEM)
C  1.796  0.347  0.148  -0.400
C  0.927  -0.653  -0.072  -0.194
C  -0.570  -0.601  -0.403  -0.131
C  -1.315  0.656  -0.265  -0.269
N  -1.545  -0.461  0.675  -0.569
H  1.505  1.455  0.139  0.198
H  2.825  0.132  0.407  0.207
H  1.301  -1.723  -0.134  0.203
H  -0.832  -1.304  -1.210  0.205
H  -0.837  1.619  0.086  0.199
H  -2.203  0.804  -0.899  0.204
H  -1.052  -0.271  1.529  0.349

Output
HOMO level (hartree): -0.3459
SMILES string: C=C[C@@H]1CN1

***

d:
This record from the Open Molecules 2025 dataset describes a single C4H7N molecule. The level of theory is ωB97M-V/def2-TZVPD.

Last column: natural (NBO) charge in e.
CARTESIAN COORDINATES (ANGSTROEM)
C  0.448  -1.179  0.065  -0.194
C  -0.806  -0.936  0.255  -0.224
C  -1.125  0.498  0.071  -0.237
N  0.088  1.107  -0.341  -0.637
C  1.183  0.106  -0.443  -0.250
H  1.048  -2.090  0.444  0.219
H  -1.431  -1.711  0.557  0.215
H  -1.916  0.682  -0.667  0.185
H  -1.613  1.063  1.020  0.181
H  0.369  1.920  0.257  0.371
H  2.058  0.523  0.177  0.179
H  1.697  0.018  -1.394  0.190

Output
HOMO level (hartree): -0.3074
SMILES string: C1=CCNC1

***

Stability, highest: d

***

a:
This record from the Open Molecules 2025 dataset describes a single C4H6F2 molecule. The level of theory is ωB97M-V/def2-TZVPD.

Last column: natural (NBO) charge in e.
CARTESIAN COORDINATES (ANGSTROEM)
C  -0.771  -1.172  -1.516  -0.350
C  -0.699  -0.094  -0.753  -0.257
C  -0.075  -0.002  0.602  0.658
C  1.039  1.019  0.873  -0.668
F  0.339  -1.270  0.994  -0.361
F  -1.089  0.265  1.483  -0.353
H  -1.213  -1.148  -2.517  0.212
H  -0.317  -2.063  -1.119  0.214
H  -1.196  0.841  -1.005  0.208
H  0.784  2.048  0.608  0.231
H  1.944  0.597  0.389  0.230
H  1.255  0.979  1.962  0.237

Output
HOMO level (hartree): -0.3884
SMILES string: C=CC(C)(F)F

***

b:
This record from the Open Molecules 2025 dataset describes a single C4H6F2 molecule. The level of theory is ωB97M-V/def2-TZVPD.

Last column: natural (NBO) charge in e.
CARTESIAN COORDINATES (ANGSTROEM)
F  -1.637  -1.548  0.155  -0.349
C  -0.660  -0.728  -0.350  0.174
C  -0.788  0.775  -0.070  -0.436
C  0.761  0.786  0.046  -0.435
C  0.685  -0.702  0.346  0.172
F  1.687  -1.507  -0.157  -0.351
H  -0.523  -0.959  -1.411  0.173
H  -1.249  1.401  -0.830  0.220
H  -1.269  0.967  0.907  0.220
H  1.206  1.434  0.838  0.219
H  1.235  0.965  -0.900  0.220
H  0.553  -0.885  1.427  0.173

Output
HOMO level (hartree): -0.4137
SMILES string: F[C@H]1CC[C@@H]1F

***

Stability, highest: a